Entry 1:
Here is one molecule with the formula C2H7N3 at a distorted geometry from the OMol25 dataset. Energies are from wB97M-V/def2-TZVPD.

```
! wB97M-V def2-TZVPD RIJCOSX def2/J DEFGRID3
* xyz 0 1
C 1.250 1.018 -0.278
C 0.310 0.235 -0.844
N -1.147 0.065 -0.574
N -1.317 -0.399 0.730
N -0.221 -1.332 0.857
H 1.348 1.088 0.799
H 2.090 1.371 -0.863
H 0.409 0.086 -1.919
H -1.794 0.787 -0.898
H -1.273 0.347 1.433
H -0.352 -2.206 0.346
H 0.696 -1.061 1.212
*
```

* ΔE to the lowest compared entry with this formula, charge and spin: 4.5847 eV
* structure (SMILES): C=CNNN
* E: -244.50688 Ha
* orbital gap: 0.33600 hartree
* HOMO: -8.03 eV

=====

Entry 2:
Here is one molecule with the formula C2H7N3 at a distorted geometry from the OMol25 dataset. Energies are from wB97M-V/def2-TZVPD.

```
! wB97M-V def2-TZVPD RIJCOSX def2/J DEFGRID3
* xyz 0 1
H -2.842 -0.606 0.337
N -2.002 -0.014 0.255
N -1.097 -0.654 -0.306
C 0.150 0.066 -0.479
C 1.247 -0.776 0.178
N 0.200 1.426 -0.006
H 0.314 0.067 -1.567
H 1.090 -0.811 1.254
H 2.211 -0.322 -0.024
H 1.224 -1.787 -0.217
H -0.550 1.967 -0.424
H 0.056 1.444 0.999
*
```

* ΔE to the lowest compared entry with this formula, charge and spin: 1.3694 eV
* structure (SMILES): [H]/N=N/[C@H](C)N
* E: -244.62504 Ha
* orbital gap: 0.37140 hartree
* HOMO: -9.11 eV

=====

Entry 3:
Here is C2H7N3O as an isolated structure at a distorted geometry from the OMol25 dataset. Energies are from wB97M-V/def2-TZVPD.

```
! wB97M-V def2-TZVPD RIJCOSX def2/J DEFGRID3
* xyz 0 1
C 0.822 -0.150 0.041
C 0.138 1.098 0.472
H -1.649 0.076 -0.350
H -2.020 -1.657 1.003
H -0.008 -2.205 -0.341
H 2.698 0.347 0.138
H -0.307 0.897 1.526
H 0.758 2.061 0.615
H -0.889 1.236 -1.353
N -1.571 -1.005 0.000
N -0.077 -1.261 -0.024
N 2.101 -0.348 -0.217
O -0.940 1.482 -0.328
*
```

* ΔE to the lowest compared entry with this formula, charge and spin: 5.3783 eV
* E: -319.75213 Ha
* orbital gap: 0.31784 hartree
* HOMO: -8.09 eV